Below is the ion C7H8N with charge +1 at a distorted geometry, with properties calculated with wB97M-V/def2-TZVPD.

CARTESIAN COORDINATES (ANGSTROEM)
N (0.073, -0.621, -0.807)
C (0.588, 0.555, 1.072)
C (-0.155, 0.588, -0.043)
C (1.534, -0.940, -0.757)
C (0.853, -1.898, 1.364)
C (-1.080, 1.541, -0.675)
C (1.446, -0.596, 0.963)
C (0.594, -1.798, -0.115)
H (0.475, 1.393, 1.728)
H (-0.058, -2.071, 1.888)
H (2.487, -0.832, -1.455)
H (-0.585, -0.712, -1.565)
H (1.644, -2.538, 1.557)
H (-1.477, 2.137, 0.120)
H (-1.846, 1.101, -1.166)
H (-0.472, 2.236, -1.335)

Properties
Net charge: +1
Lowest unoccupied orbital energy (alpha / beta) (eV): -5.04 / -5.03
HOMO level (alpha / beta) (Eh): -0.4836 / -0.4837
2S+1: 1
HOMO-LUMO gap (alpha / beta) (eV): 8.13 / 8.13
SMILES: CC1=C[C@]23C[C@@]24[C@H]3[N@H+]14

Löwdin population analysis, charges in e, atoms 1 to 5: 0.082, 0.036, -0.251, 0.087, 0.000

=====

Below is the ion C9H13N3OP with charge +1 at a distorted geometry, with properties calculated with wB97M-V/def2-TZVPD.

CARTESIAN COORDINATES (ANGSTROEM)
P (2.212, -0.707, 0.221)
O (0.618, -1.007, -0.201)
N (0.643, 1.200, 0.303)
N (1.942, 0.953, -0.029)
N (2.334, -1.160, 1.724)
C (2.892, 2.041, 0.154)
C (-3.754, 0.877, -0.049)
C (2.911, -1.394, -1.282)
C (-4.359, -0.310, -0.051)
C (-1.553, -0.128, 0.075)
C (-0.123, 0.095, 0.052)
C (-3.590, -1.474, 0.132)
C (-2.214, -1.363, 0.192)
C (-2.384, 1.058, 0.160)
H (-5.486, -0.411, -0.198)
H (2.704, 2.752, -0.547)
H (3.950, -1.394, -1.436)
H (-4.286, 1.823, -0.167)
H (3.042, -1.790, 2.169)
H (-1.640, -2.198, 0.280)
H (2.977, 2.435, 1.292)
H (2.504, -0.689, -1.977)
H (-4.005, -2.460, 0.250)
H (2.515, -2.391, -1.337)
H (3.767, 1.488, 0.134)
H (-2.002, 1.989, -0.134)
H (0.384, 2.164, 0.267)

Properties
Net charge: +1
Lowest unoccupied orbital energy (eV): -4.43
HOMO level (Eh): -0.4622
2S+1: 1
HOMO-LUMO gap (eV): 8.14
SMILES: CN1[NH+]=C(c2ccccc2)O[P@]1(C)=N

Löwdin population analysis, charges in e, atoms 1 to 5: 0.664, -0.067, 0.137, -0.269, -0.129

=====

Below is a structure of composition C21H16N5S3Tc, with properties calculated with wB97M-V/def2-TZVPD.

CARTESIAN COORDINATES (ANGSTROEM)
Tc (-0.115, -1.448, 1.024)
S (-0.463, -1.676, 3.483)
S (1.941, -2.756, 0.162)
S (4.045, -0.437, 0.037)
N (-2.266, -0.208, 4.781)
N (-1.752, -2.375, 0.115)
N (-1.450, 0.015, 1.421)
N (1.677, -0.375, 1.056)
N (-2.066, 0.367, 2.590)
C (-3.618, -2.872, -1.860)
C (2.520, -1.194, 0.467)
C (1.500, 1.986, 1.756)
C (3.434, 3.376, 1.312)
C (4.112, 2.305, 0.752)
C (1.003, 2.130, -2.777)
C (2.174, 0.906, 1.192)
C (-2.598, -3.404, 0.232)
C (-1.857, -1.535, -0.941)
C (-2.769, -1.784, -1.964)
C (0.143, 1.598, -1.824)
C (0.436, -0.579, -2.780)
C (1.282, -0.045, -3.736)
C (-1.657, -0.409, 3.560)
C (2.137, 3.213, 1.810)
C (1.575, 1.317, -3.746)
C (-0.159, 0.231, -1.800)
C (-1.723, 0.492, 0.264)
C (-0.963, -0.356, -0.727)
C (3.473, 1.073, 0.695)
C (-3.547, -3.681, -0.731)
H (-2.799, -1.112, -2.813)
H (-2.534, 1.203, 0.085)
H (-4.213, -4.525, -0.605)
H (3.912, 4.346, 1.360)
H (5.114, 2.429, 0.360)
H (0.259, -1.649, -2.750)
H (-2.482, -4.021, 1.115)
H (-0.278, 2.240, -1.058)
H (1.622, 4.062, 2.244)
H (0.495, 1.838, 2.135)
H (1.739, -0.699, -4.471)
H (-2.698, 0.698, 4.881)
H (2.251, 1.730, -4.484)
H (-4.344, -3.083, -2.636)
H (-1.724, -0.519, 5.570)
H (1.233, 3.190, -2.757)

Properties
Net charge: -1
Lowest unoccupied orbital energy (alpha / beta) (eV): 2.85 / 2.86
HOMO level (alpha / beta) (Eh): -0.1139 / -0.1039
2S+1: 2
HOMO-LUMO gap (alpha / beta) (eV): 5.95 / 5.68

Löwdin population analysis, charges in e, atoms 1 to 5: 0.878, 0.477, 0.481, 0.984, 0.023

=====

Below is a structure of composition C7H11F9I2NO6S2Si2 at a distorted geometry, with properties calculated with wB97M-V/def2-TZVPD.

CARTESIAN COORDINATES (ANGSTROEM)
I (-0.221, -3.471, 1.982)
I (3.281, -1.235, -1.059)
S (1.813, 4.581, 1.814)
S (1.245, 2.767, -0.033)
Si (0.008, -1.555, -1.317)
Si (-2.326, -0.568, 0.085)
F (-0.304, 3.721, -1.961)
F (0.755, 6.957, 1.303)
F (-4.861, -4.469, 0.185)
F (2.254, 6.981, 2.858)
F (-3.227, -5.435, -1.076)
F (2.842, 6.798, 0.788)
F (-4.522, -3.904, -2.057)
F (1.779, 3.580, -2.498)
F (0.567, 1.794, -2.406)
O (3.142, 4.166, 2.222)
O (2.456, 1.968, -0.054)
O (0.771, 4.346, 2.796)
O (0.091, 2.111, 0.556)
O (-1.198, -0.321, -1.193)
O (-3.004, -3.304, -0.369)
N (1.425, 4.307, 0.300)
C (1.922, 6.400, 1.691)
C (1.549, -2.837, 0.883)
C (-3.591, -1.979, -0.217)
C (2.089, -4.095, 0.052)
C (-3.930, -4.238, -0.831)
C (1.370, -1.494, 0.032)
C (0.804, 2.968, -1.794)
H (-1.709, -0.774, 1.403)
H (3.226, -4.180, 0.174)
H (0.633, -1.383, -2.646)
H (-3.121, 0.674, 0.199)
H (-4.254, -2.022, 0.724)
H (1.823, -4.090, -1.048)
H (1.654, -5.029, 0.552)
H (1.283, -0.569, 0.683)
H (-4.275, -1.663, -1.067)
H (-0.590, -2.896, -1.328)
H (2.349, -2.608, 1.672)

Properties
Net charge: -1
Lowest unoccupied orbital energy (eV): 1.93
HOMO level (Eh): -0.2496
2S+1: 1
HOMO-LUMO gap (eV): 8.73

Löwdin population analysis, charges in e, atoms 1 to 5: 0.824, 0.827, 0.585, 0.572, 0.440

=====

Below is the ion C12H17F9N4PS with charge +1 at a distorted geometry, with properties calculated with wB97M-V/def2-TZVPD.

CARTESIAN COORDINATES (ANGSTROEM)
S (4.811, 2.220, -0.269)
P (3.466, 2.345, 1.083)
F (-4.358, -2.065, 1.748)
F (-5.479, -2.571, -0.641)
F (-3.507, 2.092, 0.000)
F (-2.407, -1.685, 0.840)
F (-3.651, -3.757, -0.283)
F (-4.846, 0.317, 1.510)
F (-4.946, 0.019, -0.650)
F (-3.591, -2.051, -1.666)
F (-2.299, 0.950, 1.416)
N (-0.295, 2.764, 0.648)
N (1.200, 1.759, -0.566)
N (1.772, 2.307, 0.502)
N (0.844, 2.903, 1.226)
C (-2.054, 0.518, -0.909)
C (3.631, -1.729, 1.707)
C (-1.172, 1.669, -1.412)
C (-4.157, -0.095, 0.435)
C (-2.960, 0.874, 0.247)
C (-3.740, -1.591, 0.649)
C (2.654, -2.151, 0.605)
C (1.905, 0.995, -1.610)
C (2.417, -0.384, -1.165)
C (-4.140, -2.520, -0.520)
C (1.789, -0.978, 0.092)
C (-0.099, 2.054, -0.478)
H (-2.673, 0.202, -1.738)
H (-1.422, -0.327, -0.668)
H (3.900, -2.590, 2.300)
H (3.125, -1.043, 2.380)
H (3.453, 1.370, 2.087)
H (2.703, 1.619, -1.982)
H (3.252, -2.491, -0.234)
H (-1.758, 2.549, -1.639)
H (0.785, -1.349, -0.092)
H (1.199, 0.876, -2.413)
H (4.522, -1.278, 1.294)
H (2.046, -2.989, 0.914)
H (1.716, -0.264, 0.909)
H (-0.750, 1.350, -2.352)
H (3.444, 3.584, 1.729)
H (3.492, -0.367, -1.065)
H (2.177, -1.062, -1.974)

Properties
Net charge: +1
Lowest unoccupied orbital energy (eV): -4.44
HOMO level (Eh): -0.4921
2S+1: 1
HOMO-LUMO gap (eV): 8.95
SMILES: CCCCCn1c(CCC(F)(F)C(F)(F)C(F)(F)C(F)(F)F)nn[n+]1[PH2]=S

Löwdin population analysis, charges in e, atoms 1 to 5: 0.286, 0.441, 0.174, 0.191, 0.134

=====

Below is an isolated molecule of C3H9NO2S2 at a distorted geometry, with properties calculated with wB97M-V/def2-TZVPD.

CARTESIAN COORDINATES (ANGSTROEM)
S (1.555, -1.107, 0.935)
S (3.039, -2.293, 0.710)
O (2.083, 0.398, 1.462)
O (0.409, -1.513, 1.760)
N (-0.343, 1.353, 0.540)
C (-1.744, 0.200, -1.203)
C (0.839, -0.631, -0.648)
C (-0.726, 0.177, -0.011)
H (-2.764, 0.512, -0.890)
H (1.421, 0.104, -1.068)
H (-1.081, 1.733, 1.101)
H (-0.095, 2.102, -0.214)
H (1.383, 0.983, 1.478)
H (-1.923, -0.935, -1.376)
H (0.341, -1.444, -1.256)
H (-1.125, -0.500, 0.757)
H (-1.270, 0.861, -2.077)

Properties
Lowest unoccupied orbital energy (alpha / beta) (eV): 0.59 / -2.87
HOMO level (alpha / beta) (Eh): -0.1626 / -0.3579
2S+1: 3
HOMO-LUMO gap (alpha / beta) (eV): 5.01 / 6.87

Löwdin population analysis, charges in e, atoms 1 to 5: 0.310, 0.380, -0.285, -0.424, -0.009

=====

Below is a cluster of 2 separate species, C19H24NO5 in total at a distorted geometry, with properties calculated with wB97M-V/def2-TZVPD.

CARTESIAN COORDINATES (ANGSTROEM)
O (-1.647, 0.385, -2.824)
O (-1.659, 2.962, 1.063)
O (-5.204, 0.082, -4.945)
O (-0.186, 1.318, 1.749)
O (-5.413, -0.224, -2.722)
N (-3.305, 1.974, -4.488)
C (-6.795, -2.028, -1.911)
C (-2.612, 3.367, -9.264)
C (-6.368, -1.246, -3.124)
C (-2.097, 0.675, 0.374)
C (-1.396, 3.592, -8.599)
C (-1.010, 1.767, 0.687)
C (-1.037, 2.452, -1.711)
C (-3.505, 2.323, -7.267)
C (-1.245, 3.221, -7.266)
C (-2.893, 1.108, -0.833)
C (-2.269, 2.372, -5.129)
C (-3.657, 2.706, -8.602)
C (-0.124, 2.360, 2.736)
C (-1.062, 3.445, 2.268)
C (-0.118, 2.047, -0.590)
C (-4.001, 1.570, -3.506)
C (-1.909, 1.230, -1.987)
C (-2.324, 2.635, -6.563)
C (-4.931, 0.426, -3.803)
H (-0.305, 3.384, -6.733)
H (-3.707, 0.430, -1.088)
H (-4.296, 1.794, -6.740)
H (-2.726, 0.567, 1.263)
H (-5.959, -2.599, -1.492)
H (-1.571, -0.272, 0.196)
H (-4.208, 2.120, -2.570)
H (-1.296, 2.515, -4.621)
H (0.427, 1.116, -0.805)
H (0.602, 2.828, -0.322)
H (-0.497, 2.765, -2.603)
H (-0.568, 4.064, -9.132)
H (-2.743, 3.702, -10.292)
H (-7.215, -1.379, -1.134)
H (-5.905, -1.897, -3.872)
H (-4.595, 2.490, -9.113)
H (-0.517, 4.370, 2.046)
H (-1.866, 3.638, 2.982)
H (-3.311, 2.105, -0.630)
H (-0.439, 1.925, 3.691)
H (0.910, 2.720, 2.788)
H (-1.684, 3.274, -1.373)
H (-7.576, -2.734, -2.205)
H (-7.225, -0.729, -3.572)

Properties
Net charge: -1
Lowest unoccupied orbital energy (eV): 2.50
HOMO level (Eh): -0.0567
2S+1: 1
HOMO-LUMO gap (eV): 4.04

Löwdin population analysis, charges in e, atoms 1 to 5: 0.082, -0.052, 0.019, -0.050, -0.044

=====

Molar mass values (in g mol⁻¹) by entry order: 106.148; 210.197; 532.595; 750.262; 451.319; 155.244; 346.403.